# 1
The following is a quantum chemistry calculation of a molecular structure, C40H47MnN3O2P4Te at a distorted geometry, from OMol25.

Positions of all 98 atoms, in Å:
Te -1.4902 -3.3501 -0.4991
Mn 0.2178 1.5380 0.7670
P 2.6704 1.6343 0.8559
P 0.8772 4.0446 0.6333
P -1.5375 -0.0262 -0.1177
P 1.1052 -1.0821 -0.3190
O 0.8772 0.4069 3.4681
O -1.5315 2.9492 -0.0026
N 0.0103 1.1965 2.7199
N -1.3119 2.3553 1.1442
N 0.4071 -5.1583 -4.6330
C 1.9187 -3.0306 1.4238
C -3.7532 -1.6204 3.6342
C 3.0353 3.0461 1.9890
C 2.1340 -3.6977 -0.8799
C -3.5126 1.3791 -3.3789
C -2.6710 1.2546 -2.2797
C 3.7659 0.3444 1.5483
C -4.7139 -0.5808 -2.6772
C -1.7709 -1.4818 2.2760
C -4.5277 0.4576 -3.5818
C -0.0949 5.0290 1.8328
C -2.4361 -0.6654 1.3586
C 2.5817 4.3416 1.2961
C 2.2483 -4.3149 1.8337
C 0.1877 -3.8512 -4.4847
C -2.4233 -1.9542 3.4075
C 0.8028 5.1343 -0.8283
C -0.4904 -5.4960 -2.4334
C -1.8855 2.4221 2.3315
C 3.1308 -1.0022 -2.2850
C -3.8792 -0.7085 -1.5770
C 2.5193 -5.2916 0.8856
C 0.0545 -5.9568 -3.6246
C 2.8323 -0.1356 -4.5114
C 1.5406 0.2536 -4.1839
C -3.7578 -0.3013 1.6174
C -2.8419 0.2055 -1.3740
C 1.0349 -0.0040 -2.9165
C -1.1093 1.6550 3.2615
C -0.6164 -1.4866 -0.6885
C 3.6315 -0.7493 -3.5560
C -1.5716 1.4571 4.6695
C 2.4805 -4.9766 -0.4677
C -0.6832 -4.1297 -2.2841
C 3.6086 2.1600 -0.6286
C -3.1469 3.1587 2.6171
C -4.4168 -0.7909 2.7400
C -0.3628 -3.2885 -3.3405
C 1.8390 -2.7157 0.0656
C 1.8143 -0.6652 -1.9661
H -5.5062 -1.3026 -2.8318
H -2.5507 0.9735 4.6618
H -5.1785 0.5457 -4.4425
H -1.1395 5.0602 1.5301
H 4.8008 0.6850 1.5101
H -2.9819 3.9829 3.3156
H 3.2129 0.0274 -5.5113
H 1.3829 4.7168 -1.6524
H 4.5345 2.6474 -0.3225
H -1.6784 2.4225 5.1678
H -4.2711 -1.9982 4.5077
H -0.9101 0.8408 5.2761
H 2.4753 2.8887 2.9134
H 0.2330 -7.0176 -3.7677
H 0.5249 0.3313 4.3641
H 3.8491 1.2839 -1.2273
H -4.0446 -1.5137 -0.8758
H -0.0129 4.5905 2.8276
H 3.2519 4.5721 0.4674
H -3.5468 3.5659 1.6897
H 0.9200 0.7517 -4.9195
H 3.7600 -1.4826 -1.5448
H 2.2919 -4.5525 2.8900
H 3.0210 2.8360 -1.2479
H -1.8879 1.9804 -2.1075
H 1.1892 6.1219 -0.5737
H 4.6470 -1.0380 -3.8002
H -0.5153 -2.2188 -3.2702
H -5.4564 -0.5329 2.9074
H 3.4744 0.1607 2.5822
H -3.8910 2.4889 3.0539
H -0.2381 5.2135 -1.1421
H -3.3692 2.1925 -4.0791
H 4.0993 3.0483 2.2305
H 3.6724 -0.5894 0.9936
H -4.2743 0.3629 0.9341
H 0.3020 6.0444 1.8555
H -1.8943 -2.5929 4.1057
H 1.7274 -2.2531 2.1588
H 2.0916 -3.4705 -1.9384
H 2.5875 5.1955 1.9733
H 2.7670 -6.2980 1.2003
H 0.4712 -3.2178 -5.3200
H 0.0224 0.2949 -2.6698
H -0.7313 -6.1911 -1.6371
H -0.7281 -1.7337 2.1168
H 2.7074 -5.7338 -1.2088

Calculated values
Charge: +1
Spin multiplicity: 5
Energy: -4651.26479 hartree
Energy relative to the best compared isomer or geometry (same formula, charge and spin): 1.552 eV
Orbital gap (alpha / beta): 7.431 / 5.225 eV
LUMO energy (alpha / beta): -2.16 / -4.10 eV

Listed below, in e, are the Löwdin charges computed for each atom: Te 1.422; Mn 0.360; P 0.780; P 0.870; P 0.935; P 0.921; O -0.041; O -0.225; N -0.092; N -0.383; N 0.069; C -0.127; C -0.078; C -0.391; C -0.110; C -0.068; C -0.104; C -0.241; C -0.065; C -0.161; C -0.071; C -0.230; C -0.379; C -0.385; C -0.072; C -0.133; C -0.072; C -0.235; C -0.135; C -0.306; C -0.126; C -0.114; C -0.066; C -0.141; C -0.072; C -0.069; C -0.091; C -0.349; C -0.108; C -0.270; C -0.867; C -0.069; C 0.018; C -0.064; C -0.543; C -0.228; C -0.005; C -0.068; C -0.123; C -0.414; C -0.375; H 0.110; H 0.090; H 0.109; H 0.043; H 0.055; H 0.089; H 0.109; H 0.039; H 0.061; H 0.101; H 0.110; H 0.076; H 0.076; H 0.110; H 0.078; H 0.027; H 0.072; H 0.050; H 0.072; H 0.089; H 0.110; H 0.107; H 0.108; H 0.035; H 0.083; H 0.054; H 0.111; H 0.081; H 0.112; H 0.043; H 0.081; H 0.048; H 0.108; H 0.089; H 0.016; H 0.114; H 0.054; H 0.112; H 0.090; H 0.103; H 0.085; H 0.109; H 0.109; H 0.079; H 0.099; H 0.073; H 0.113

# 2
The following is a quantum chemistry calculation of C28H39N3O4 in the gas phase, from OMol25.

Positions of all 74 atoms, in Å:
O 3.5408 -0.2964 3.1378
O -5.6326 -0.7638 0.3714
O -4.5534 1.8370 -0.2654
O -0.8521 -6.1182 -1.0352
N 4.2536 0.4000 1.1147
N 0.8563 -4.7379 -0.5948
N 6.2486 1.5732 -0.5256
C -4.3371 -0.6276 -0.0528
C -6.1286 -2.0477 0.6917
C -3.4759 -1.7013 -0.2030
C 1.0280 -3.0939 1.1991
C -7.6558 3.5416 0.8826
C -0.4858 -5.0154 -0.6749
C 1.7168 -2.0558 1.7887
C 3.5944 -0.4501 1.9310
C 5.0145 1.5244 1.5979
C 1.5195 -3.6853 0.0358
C 2.7374 -3.2484 -0.4834
C -2.5574 0.8158 -0.7993
C 6.3888 1.5520 0.9225
C -1.2457 -2.6605 -0.7967
C -6.3651 3.8917 -1.2473
C -2.1603 -1.5488 -0.6490
C 2.9039 -1.5784 1.2389
C 3.4178 -2.2013 0.1065
C -7.5733 -1.8770 1.1361
C -3.8705 0.6716 -0.3517
C 7.2908 0.8374 -1.2249
C -6.3076 3.3767 0.1880
C 6.9842 -0.6583 -1.2468
C 7.1481 3.8808 -1.0676
C -5.8867 1.9047 0.2084
C -1.7169 -0.2626 -0.9533
C -1.4361 -3.9244 -0.3987
C 5.9792 2.8887 -1.0776
H 1.4438 -5.4483 -1.0146
H 6.9591 2.4103 1.3062
H 4.4717 2.4552 1.3960
H -7.9952 -2.8434 1.3961
H 7.9841 3.5018 -1.6504
H -0.7054 -0.1103 -1.2985
H -6.5911 4.9552 -1.2618
H 6.9084 -1.0592 -0.2389
H -2.2229 1.8165 -1.0235
H -5.9453 1.5115 1.2291
H 1.3501 -1.5986 2.6948
H -7.6217 -1.2217 2.0015
H 8.2835 1.0026 -0.7779
H 3.1451 -3.7341 -1.3587
H -6.5520 1.3162 -0.4322
H -2.3704 -4.2550 0.0303
H 6.9259 0.6446 1.2031
H -3.8303 -2.6941 0.0155
H -7.6026 3.2098 1.9169
H -5.4092 3.7314 -1.7382
H 5.1439 3.3166 -0.5187
H 0.1121 -3.4572 1.6374
H -5.5340 -2.4928 1.5014
H 7.3258 1.1959 -2.2559
H -0.3065 -2.4018 -1.2706
H -7.9592 4.5854 0.8716
H 6.0452 -0.8348 -1.7662
H -8.4184 2.9566 0.3727
H -5.5478 3.9448 0.7341
H 4.3661 -1.8920 -0.3070
H 7.7745 -1.1915 -1.7693
H -6.0787 -2.7046 -0.1877
H 5.6449 2.7435 -2.1098
H -8.1597 -1.4359 0.3347
H 7.4918 4.0709 -0.0537
H 6.8264 4.8246 -1.4998
H 4.2849 0.2600 0.1171
H 5.1173 1.4124 2.6795
H -7.1364 3.3668 -1.8074

Calculated values
Charge: 0
Energy: -1555.57667 hartree
Energy relative to the best compared isomer or geometry (same formula, charge and spin): 1.470 eV
SMILES: CCOc1cc(/C=C/C(=O)Nc2ccc(C(=O)NCCN(CC)CC)cc2)ccc1OCC(C)C
Orbital gap: 8.114 eV
LUMO energy: 0.23 eV

Listed below, in e, are the Löwdin charges computed for each atom: O 0.062; O -0.082; O -0.020; O 0.066; N 0.075; N 0.129; N -0.208; C -0.167; C -0.253; C 0.044; C -0.012; C -0.076; C -0.478; C 0.002; C -0.458; C -0.154; C -0.258; C -0.013; C 0.008; C -0.175; C -0.038; C -0.070; C -0.215; C -0.137; C -0.025; C -0.059; C -0.179; C -0.262; C -0.405; C -0.088; C -0.080; C -0.176; C -0.033; C -0.012; C -0.247; H 0.157; H 0.116; H 0.116; H 0.077; H 0.065; H 0.113; H 0.077; H 0.063; H 0.122; H 0.134; H 0.122; H 0.078; H 0.120; H 0.114; H 0.137; H 0.114; H 0.120; H 0.099; H 0.075; H 0.075; H 0.106; H 0.118; H 0.129; H 0.115; H 0.122; H 0.077; H 0.066; H 0.081; H 0.140; H 0.092; H 0.071; H 0.129; H 0.115; H 0.078; H 0.062; H 0.072; H 0.122; H 0.122; H 0.082

# 3
The following is a quantum chemistry calculation of a molecular structure, C18H23N4O9P2STl, from OMol25.

Positions of all 58 atoms, in Å:
Tl -0.1439 0.6061 0.2773
S 1.0265 5.8403 -2.3132
P 3.8985 -0.2363 0.4695
P 3.0268 1.0578 3.2247
O 1.9226 2.0330 2.8549
O 2.4151 -0.4429 3.2425
O 4.2661 -1.5173 1.3838
O 2.4516 -0.2415 0.0530
O 1.2170 6.6687 -1.1433
O 4.9449 -0.0680 -0.5764
O 1.1072 6.5367 -3.5806
O -0.7815 2.6747 -1.9836
O 3.8590 1.2515 4.4326
N -0.6384 -0.0166 -4.2986
N -0.1707 -0.7717 -2.2806
N -0.2842 4.9196 -2.2134
N 3.5021 2.3784 0.9530
C 4.2582 3.2905 -2.3285
C 3.6046 4.5209 -2.3624
C 0.0135 3.6125 -2.1125
C -2.2740 -0.6119 2.1561
C 2.2257 4.5151 -2.2857
C -2.4398 -1.2344 0.8984
C 1.5036 3.3447 -2.1791
C -1.2965 0.7469 -5.3373
C 3.5390 2.1015 -2.2162
C -1.3241 -2.0672 0.6699
C -0.4662 -1.9580 1.7860
C 0.8095 -1.1883 -3.1481
C -1.0178 -0.0811 -2.9995
C 4.0966 1.1742 1.6773
C 0.5355 -0.7324 -4.4060
C 5.5654 1.3800 2.0157
C 2.1488 2.1203 -2.1414
C -1.0604 -1.0595 2.7080
H -1.1735 -2.7071 -0.1881
H 5.8964 0.5478 2.6351
H 4.0692 1.1594 -2.1367
H -3.2965 -1.1229 0.2445
H -2.1468 0.2047 -5.7539
H 6.1649 1.3949 1.1022
H 0.4390 -2.5327 1.9414
H -2.9751 0.0606 2.6317
H 5.3406 3.2575 -2.3806
H 1.6585 -1.7581 -2.8011
H 3.2018 2.1373 0.0078
H 5.7163 2.2946 2.5963
H 1.0595 -0.8270 -5.3435
H 4.1540 5.4535 -2.4260
H -1.8907 0.4296 -2.6172
H -1.6450 1.6920 -4.9238
H -0.6824 -0.8041 3.6889
H 1.5890 1.2017 -2.0258
H 4.1204 3.1805 0.9203
H -0.5879 0.9562 -6.1346
H 3.5892 -1.5824 2.0825
H 1.5625 -0.4943 2.7712
H 2.6254 2.5608 1.5760

Calculated values
Charge: -2
Energy: -2849.62072 hartree
Energy relative to the best compared isomer or geometry (same formula, charge and spin): 0.239 eV
Orbital gap: 6.567 eV
LUMO energy: 4.26 eV

Listed below, in e, are the Löwdin charges computed for each atom: Tl 0.979; S 0.587; P 0.271; P 0.318; O -0.359; O -0.183; O -0.156; O -0.442; O -0.347; O -0.333; O -0.356; O -0.089; O -0.325; N -0.129; N 0.020; N -0.066; N 0.157; C -0.084; C -0.054; C -0.550; C -0.254; C -0.221; C -0.262; C -0.136; C -0.025; C -0.094; C -0.262; C -0.249; C -0.145; C -0.200; C -0.476; C -0.083; C -0.110; C -0.034; C -0.249; H 0.073; H 0.080; H 0.083; H 0.070; H 0.081; H 0.068; H 0.081; H 0.070; H 0.100; H 0.105; H 0.078; H 0.074; H 0.103; H 0.110; H 0.128; H 0.093; H 0.080; H 0.067; H 0.148; H 0.084; H 0.043; H 0.034; H 0.091

# 4
The following is a quantum chemistry calculation of C16H20FNO2 in the gas phase, from OMol25.

Positions of all 40 atoms, in Å:
F -4.9196 -1.8752 0.5918
O -1.2300 -0.4019 -2.4464
O 3.4484 1.7853 0.0398
N 1.5381 0.6682 0.4156
C 0.7470 -0.5002 0.7087
C 0.0497 -0.9922 -0.5581
C 3.6661 -0.4520 0.8676
C -3.7293 1.5021 0.9784
C -0.0363 1.3770 -1.3267
C 0.7369 1.7717 -0.0666
C 5.2806 -1.6129 -0.0056
C 5.1948 -0.3035 0.7911
C -2.5461 1.4381 0.2591
C -4.1371 -0.7800 0.4948
C -2.9616 -0.8653 -0.2221
C 2.8912 0.7652 0.4004
C -0.8645 0.0900 -1.1602
C -4.5381 0.3897 1.1138
C 3.7510 -1.6227 -0.1373
C -2.1349 0.2497 -0.3317
H 3.3205 -0.7542 1.8576
H -2.7047 -1.7906 -0.7130
H 1.4162 2.5969 -0.2897
H 0.6830 1.1836 -2.1262
H -0.0091 -0.2297 1.4578
H 5.4756 0.5768 0.2169
H -1.8021 0.2424 -2.8776
H 5.8326 -1.5611 -0.9412
H -4.0241 2.4349 1.4347
H -5.4609 0.4201 1.6703
H -0.5271 -1.8893 -0.3405
H 3.4095 -1.3428 -1.1322
H 5.7153 -0.2882 1.7457
H 0.0569 2.0752 0.7358
H 0.7929 -1.2456 -1.3153
H 3.2541 -2.5447 0.1610
H -1.9599 2.3367 0.1624
H -0.6736 2.2033 -1.6481
H 1.3682 -1.2943 1.1153
H 5.6610 -2.4463 0.5817

Calculated values
Charge: 0
Energy: -926.78938 hartree
SMILES: O=C(C1CCC1)N1CCC(O)(c2cccc(F)c2)CC1
Orbital gap: 9.917 eV
LUMO energy: 0.70 eV

Listed below, in e, are the Löwdin charges computed for each atom: F 0.060; O 0.003; O 0.061; N -0.048; C -0.121; C -0.076; C -0.220; C -0.066; C -0.082; C -0.126; C -0.161; C -0.130; C -0.036; C -0.261; C 0.049; C -0.418; C -0.472; C -0.011; C -0.138; C -0.143; H 0.144; H 0.130; H 0.124; H 0.134; H 0.138; H 0.106; H 0.110; H 0.101; H 0.107; H 0.117; H 0.118; H 0.113; H 0.107; H 0.119; H 0.127; H 0.105; H 0.099; H 0.121; H 0.112; H 0.102